(1)
ORCA calculation (ωB97M-V/def2-TZVPD) on a 7-piece molecular cluster, C30H78N4O12 overall at a distorted geometry.

The geometry in ORCA input format:
```
! RIJCOSX wB97M-V def2-TZVPD def2/J DEFGRID3
* xyz 0 1
C -5.4433 -0.5179 -4.9095
O -4.3783 -1.3359 -4.3465
C -4.3403 -1.2579 -2.8525
C -3.2593 -2.3579 -2.3915
N -2.9183 -2.2049 -0.9645
C -1.9883 -3.2109 -0.5275
C -1.3213 -3.0609 0.8015
O -0.6153 -4.0569 1.2505
C 0.5807 -4.2609 0.5935
H -5.1763 -0.6029 -5.9435
H -5.6713 0.4821 -4.5965
H -6.4303 -0.9949 -4.8565
H -5.3013 -1.5999 -2.3645
H -4.0173 -0.2969 -2.5195
H -2.3863 -2.2619 -2.9375
H -3.5323 -3.3909 -2.5495
H -2.5483 -1.3299 -0.7285
H -1.2113 -3.3819 -1.2545
H -2.4053 -4.1759 -0.6235
H -2.1413 -2.9909 1.4365
H -0.7343 -2.1309 0.8195
H 1.1477 -4.9889 1.1815
H 1.1737 -3.3989 0.4765
H 0.5257 -4.5389 -0.4335
C 11.2127 2.8021 4.5565
O 9.9397 3.4231 4.4135
C 9.3427 3.0331 3.2015
C 8.0137 3.8131 2.9995
N 7.1937 3.0631 2.0695
C 5.8787 3.6961 1.8935
C 5.0207 2.7191 1.2035
O 3.8477 2.9831 0.9155
C 3.0757 1.9151 0.4365
H 11.8237 2.6201 3.6905
H 11.0617 1.7691 4.6885
H 11.7977 3.3431 5.3775
H 9.1167 1.9431 3.2155
H 10.0307 3.2601 2.3755
H 8.1137 4.8891 2.8505
H 7.5917 3.6401 4.0655
H 7.0897 2.2681 2.7035
H 6.0307 4.6011 1.3965
H 5.2537 3.9691 2.6945
H 5.0627 1.7951 1.7315
H 5.6567 2.4201 0.3445
H 2.8027 1.4691 1.3005
H 3.6097 1.1901 -0.1355
H 2.1087 2.1121 -0.0745
C 2.0117 4.8781 -2.0895
O 0.7957 4.3371 -2.4325
C 0.9377 2.9761 -2.7735
C -0.3443 2.8051 -3.6025
N -0.4843 1.3781 -3.8425
C -1.7353 0.9091 -4.3455
C -2.0453 1.5711 -5.6835
O -3.1033 1.3151 -6.2905
C -3.0383 0.0411 -6.8835
H 2.6347 4.7811 -2.9405
H 2.5937 4.5351 -1.2555
H 1.8787 5.9321 -2.0285
H 1.0707 2.3431 -1.8775
H 1.8037 2.7921 -3.4265
H -0.0043 3.2851 -4.5735
H -1.2563 3.3201 -3.2995
H 0.2997 0.8961 -4.3935
H -2.4873 1.2621 -3.6625
H -1.6623 -0.1699 -4.3925
H -1.1593 1.3371 -6.1845
H -2.0113 2.6201 -5.6285
H -2.9403 -0.6659 -6.0655
H -2.2043 -0.0799 -7.5425
H -3.7993 -0.2569 -7.4725
C -5.4673 -3.8309 4.9225
O -4.1223 -3.3769 5.1295
C -3.5913 -2.4439 4.1835
C -2.0553 -2.2299 4.5635
N -1.4213 -1.5169 3.5125
C -0.1953 -0.9639 3.9605
C 0.7017 -0.4609 2.8845
O 1.9197 -0.1559 3.1275
C 2.1047 1.0781 3.8665
H -5.4853 -4.9119 4.9925
H -5.7763 -3.6489 3.8985
H -6.2543 -3.2939 5.5335
H -4.1253 -1.4919 4.1315
H -3.6433 -3.0349 3.1885
H -1.6483 -3.1529 4.7785
H -2.0283 -1.6279 5.5085
H -1.2603 -2.3209 2.8925
H 0.3737 -1.8029 4.4805
H -0.3653 -0.1399 4.6765
H 0.2997 0.3861 2.3055
H 0.6907 -1.3049 2.1575
H 3.1467 1.2221 3.6585
H 1.9527 1.0061 4.9425
H 1.4757 1.8491 3.4165
O 2.0657 -1.9569 -3.6975
C 1.6387 -0.9569 -2.8015
C 1.5317 -1.6489 -1.5735
O 0.9887 -0.8319 -0.5985
H 2.0667 -1.6159 -4.5545
H 2.2707 -0.1379 -2.8015
H 0.7497 -0.5839 -3.1885
H 2.5757 -2.0029 -1.3235
H 0.9187 -2.4909 -1.5825
H 0.1397 -0.6209 -0.8875
C -2.5433 0.3391 0.8965
C -1.7493 1.1591 -0.0125
O -1.5583 0.4481 -1.1635
H -2.6973 1.0421 1.7685
H -2.1053 -0.6329 1.2445
H -3.5953 0.2761 0.4455
H -0.7513 1.3921 0.3425
H -2.2233 2.1681 -0.1175
H -1.0583 0.9911 -1.7985
C -6.9163 -2.8209 1.0175
C -5.9953 -1.7729 0.7915
O -4.8293 -2.4239 1.0865
H -7.8943 -2.3989 0.7775
H -6.9343 -3.2589 2.0795
H -6.7833 -3.6649 0.4225
H -6.2233 -0.9959 1.5335
H -6.0533 -1.4219 -0.2485
H -4.2953 -2.4229 0.2385
*
```

Calculated values
SMILES = COCCNCCOC.COCCNCCOC.COCCNCCOC.COCCNCCOC.OCCO.CCO.CCO
E_LUMO = 0.007 Ha
HOMO-LUMO gap = 8.98 eV
ΔE to the lowest compared entry with this formula, charge and spin = 312.7 kJ/mol

Atom charges from the Löwdin analysis, given in e for atoms 1 to 4: atom 1 (C): -0.10, atom 2 (O): -0.21, atom 3 (C): -0.11, atom 4 (C): -0.13

=====

(2)
ORCA calculation (ωB97M-V/def2-TZVPD) on C13H20ClIN2OPPrSe as an isolated structure at a distorted geometry.

The geometry in ORCA input format:
```
! RIJCOSX wB97M-V def2-TZVPD def2/J DEFGRID3
* xyz 2 3
C 1.3579 -1.3044 -4.1402
I 2.5198 1.1874 -3.5628
H 1.1666 -2.3372 -4.4579
H 1.2632 -1.2693 -3.0529
H 2.3817 -1.0556 -4.4717
Pr 0.8876 0.0471 1.0248
P 0.0815 -0.2965 -4.9527
C 0.7591 0.6239 -6.3412
C -1.1289 -1.4298 -5.6581
H -0.9358 0.2179 -2.8201
H -1.8181 0.9109 -4.2100
H -0.2997 1.6720 -3.6286
C -0.8197 0.7205 -3.7890
H -1.9905 -1.5004 -4.9842
H -1.4546 -1.0517 -6.6324
H -0.0214 0.7156 -7.1083
H 1.6116 0.0859 -6.7718
H -0.6794 -2.4198 -5.7813
H 1.0898 1.6179 -6.0192
C 2.7162 -1.1717 -0.3772
O 3.4609 -1.7719 -1.0193
Cl -1.4002 0.1863 -0.0890
C 1.8949 0.2363 3.7678
N 0.4267 0.1357 3.5267
C -0.1324 -1.1244 3.2080
Se 0.7450 -2.4804 2.2816
N -1.3895 -1.1026 3.7224
C -1.5885 0.0277 4.5278
C -2.5605 0.2667 5.4931
C -2.3322 1.3533 6.3514
C -1.1636 2.1400 6.2476
C -0.1865 1.8666 5.2749
C -0.4578 0.7975 4.4314
H 2.2132 -0.5165 4.5147
H 2.0861 1.2398 4.1690
H 2.5081 0.0728 2.8416
H -2.0348 -1.8969 3.6923
H -3.4305 -0.3857 5.5503
H -3.0609 1.5868 7.1350
H -1.0270 2.9750 6.9390
H 0.7427 2.4315 5.1685
*
```

Calculated values
E_LUMO (spin up / spin down) = -0.305 / -0.300 Ha
HOMO-LUMO gap (spin up / spin down) = 3.75 / 3.89 eV
ΔE to the lowest compared entry with this formula, charge and spin = 281.3 kJ/mol

Atom charges from the Löwdin analysis, given in e for atoms 1 to 4: atom 1 (C): -0.44, atom 2 (I): 0.24, atom 3 (H): 0.05, atom 4 (H): -0.01